A 8-piece molecular cluster, C24H70O30P6S2 overall at a distorted geometry. Source: the Open Molecules 2025 dataset; level of theory: wB97M-V/def2-TZVPD.

CARTESIAN COORDINATES (ANGSTROEM)
O1 -9.8006 -4.1173 -12.8106
S1 -8.8796 -5.1388 -12.3451
O2 -7.4762 -4.9775 -12.6135
O3 -9.0955 -5.2621 -10.7161
C1 -10.4279 -5.5442 -10.2910
C2 -10.4394 -5.9869 -8.8383
C3 -9.4909 -6.7173 -12.9837
H1 -10.8917 -6.3412 -10.8773
H2 -11.0709 -4.6811 -10.4792
H3 -10.2354 -5.2372 -8.0751
H4 -9.6357 -6.7119 -8.6739
H5 -11.3605 -6.5210 -8.6101
H6 -9.0404 -7.4700 -12.3402
H7 -9.1845 -6.8004 -14.0228
H8 -10.5699 -6.6745 -12.8797
O4 -9.2580 1.6395 -16.8629
S2 -9.3624 2.8901 -17.5772
O5 -9.1577 3.0172 -18.9808
O6 -10.8607 3.4743 -17.2530
C4 -11.4848 2.9940 -16.0648
C5 -12.5347 1.9471 -16.4000
C6 -8.3818 4.1452 -16.7210
H9 -11.9546 3.8529 -15.5832
H10 -10.8045 2.5551 -15.3346
H11 -13.3537 2.3988 -16.9668
H12 -13.0154 1.4852 -15.5344
H13 -12.1182 1.1352 -16.9961
H14 -8.8540 4.3593 -15.7703
H15 -8.3160 4.9886 -17.4061
H16 -7.3600 3.7729 -16.6592
C7 -18.0164 0.1660 -14.0412
O7 -17.6319 0.6800 -15.2973
P1 -16.0730 0.8752 -15.6635
O8 -15.1404 0.4023 -14.6276
O9 -15.9343 0.2185 -17.1155
C8 -16.5584 0.7888 -18.2519
O10 -15.9926 2.4595 -15.9191
C9 -15.3718 3.3036 -14.9502
H17 -18.4430 0.9516 -13.4092
H18 -17.2611 -0.3587 -13.4545
H19 -18.8022 -0.5798 -14.1716
H20 -16.8561 0.0374 -18.9822
H21 -15.9239 1.4945 -18.7926
H22 -17.4636 1.3324 -17.9725
H23 -14.5251 3.7765 -15.4420
H24 -14.9300 2.7398 -14.1239
H25 -16.0643 3.9900 -14.4704
C10 -12.0527 -5.2291 -15.7287
O11 -12.4606 -4.1882 -16.6320
P2 -11.3747 -3.0512 -16.9180
O12 -10.0467 -3.5155 -17.3490
O13 -12.0986 -2.0156 -17.8931
C11 -13.3121 -1.4135 -17.4927
O14 -11.3764 -2.3325 -15.4865
C12 -10.4550 -1.2651 -15.1806
H26 -11.2241 -4.8453 -15.1291
H27 -11.7074 -6.0992 -16.2850
H28 -12.8486 -5.5340 -15.0536
H29 -13.3265 -1.1077 -16.4405
H30 -14.1446 -2.1171 -17.5664
H31 -13.5107 -0.5043 -18.0538
H32 -9.6818 -1.1854 -15.9443
H33 -9.9670 -1.5929 -14.2629
H34 -11.0393 -0.3619 -15.0257
C13 -2.9417 -0.3491 -13.2444
O15 -3.9452 -0.2833 -14.2733
P3 -4.5291 -1.5891 -14.9683
O16 -4.2689 -2.8816 -14.3116
O17 -6.0806 -1.2304 -15.1680
C14 -6.9380 -1.2312 -14.0290
O18 -3.9219 -1.4475 -16.4365
C15 -2.5175 -1.6530 -16.6084
H35 -3.3950 0.1256 -12.3745
H36 -2.0618 0.2240 -13.5316
H37 -2.6829 -1.3874 -13.0429
H38 -6.3594 -1.1495 -13.1026
H39 -7.4298 -2.2029 -13.9607
H40 -7.6180 -0.3863 -14.0827
H41 -2.3794 -2.1019 -17.5868
H42 -2.1000 -2.2443 -15.7947
H43 -2.0025 -0.6901 -16.6187
C16 -15.5106 -2.8930 -14.6148
O19 -16.2920 -3.9970 -15.0628
P4 -17.7658 -3.7877 -15.6048
O20 -18.6078 -2.9474 -14.7414
O21 -18.2543 -5.2865 -15.8267
C17 -18.5622 -6.2305 -14.8027
O22 -17.6317 -3.1560 -17.0595
C18 -16.7923 -3.7902 -18.0261
H44 -15.3006 -2.8760 -13.5450
H45 -15.8977 -1.9171 -14.9030
H46 -14.5224 -2.9926 -15.0705
H47 -19.5640 -6.5802 -15.0566
H48 -18.5328 -5.7470 -13.8256
H49 -17.8831 -7.0825 -14.8386
H50 -15.9854 -3.1219 -18.3182
H51 -17.4399 -4.0518 -18.8669
H52 -16.3735 -4.7530 -17.7235
C19 -4.5826 -8.0403 -18.2179
O23 -5.6219 -7.0864 -18.0790
P5 -5.7558 -6.2632 -16.7322
O24 -6.0214 -7.0758 -15.5546
O25 -6.8563 -5.1795 -17.1690
C20 -7.2475 -4.2129 -16.1812
O26 -4.4250 -5.3998 -16.6918
C21 -3.8750 -4.7129 -17.7862
H53 -3.8225 -7.9877 -17.4358
H54 -4.0711 -7.8125 -19.1552
H55 -4.9521 -9.0629 -18.2606
H56 -6.3906 -3.9185 -15.5641
H57 -8.0019 -4.6301 -15.5222
H58 -7.6005 -3.3078 -16.6632
H59 -2.8181 -4.9517 -17.9257
H60 -4.0106 -3.6423 -17.6390
H61 -4.3381 -4.9949 -18.7374
C22 -15.6225 -6.1913 -13.2224
O27 -15.5943 -6.7913 -14.5053
P6 -14.7411 -8.0897 -14.8377
O28 -15.4127 -9.3902 -14.6857
O29 -14.1466 -7.7344 -16.2675
C23 -14.9794 -7.5561 -17.4042
O30 -13.4390 -7.9582 -13.9102
C24 -12.2617 -8.7405 -14.1004
H62 -15.2707 -5.1622 -13.1901
H63 -15.0936 -6.7633 -12.4600
H64 -16.6524 -6.1382 -12.8619
H65 -15.8725 -8.1818 -17.3433
H66 -14.4718 -7.7273 -18.3486
H67 -15.3386 -6.5225 -17.4086
H68 -11.9753 -8.9686 -13.0710
H69 -11.4941 -8.0480 -14.4618
H70 -12.3227 -9.5853 -14.7813

Summary:
- SMILES string: CCOS(C)(=O)=O.CCOS(C)(=O)=O.COP(=O)(OC)OC.COP(=O)(OC)OC.COP(=O)(OC)OC.COP(=O)(OC)OC.COP(=O)(OC)OC.COP(=O)(OC)OC
- DFT total energy: -6058.636040 Ha
- Total charge: 0
- ΔE to the lowest compared entry with this formula, charge and spin: 24.5 kcal per mole

---

A 9-piece molecular cluster, C24H71N9O9 overall at a distorted geometry. Source: the Open Molecules 2025 dataset; level of theory: wB97M-V/def2-TZVPD.

CARTESIAN COORDINATES (ANGSTROEM)
C1 12.2935 10.2908 14.6945
O1 11.2502 9.7487 14.8754
N1 12.5612 11.6303 14.7148
N2 13.5432 9.6691 14.5188
H1 13.3300 11.9004 14.1232
H2 11.8155 12.2683 14.6707
H3 14.4197 10.1654 14.7624
H4 13.4510 8.7159 14.7717
C2 12.8573 11.8689 10.1432
O2 13.0424 13.0239 9.6762
N3 13.2689 11.4193 11.4131
N4 12.2638 10.8433 9.4014
H5 13.7705 12.1183 11.9826
H6 13.0913 10.5115 11.7363
H7 12.0896 9.9844 9.9312
H8 11.9700 11.0617 8.4379
C3 14.4045 10.6442 5.1017
O3 13.5741 10.8986 6.2645
H9 13.8356 9.8362 4.6298
H10 14.4585 11.5144 4.5140
H11 15.4350 10.4991 5.3156
H12 13.7404 11.8698 6.4415
C4 11.3317 15.4755 7.8400
O4 11.6678 15.2764 6.4693
H13 12.2132 15.2866 8.4854
H14 11.1170 16.4591 8.2103
H15 10.5639 14.7900 8.1661
H16 10.8652 14.9791 5.9631
C5 16.3133 13.4847 11.6514
C6 15.4091 14.2375 12.6274
C7 15.7142 15.7369 12.9033
O5 15.6376 16.5095 11.7667
C8 14.6644 17.5078 11.7769
N5 14.0351 14.0455 12.2166
H17 16.4485 14.0646 10.7143
H18 15.6465 12.6737 11.3766
H19 17.3138 13.1837 12.0070
H20 15.4554 13.8006 13.6221
H21 16.7041 15.7553 13.3426
H22 15.1000 16.1540 13.6906
H23 14.8720 18.0953 12.5977
H24 13.7234 16.9526 11.9775
H25 14.5950 18.1609 10.9767
H26 13.3054 14.6700 12.5598
H27 13.8651 14.0941 11.1978
C9 16.1663 15.0847 4.9552
C10 15.8346 14.7217 6.4376
C11 15.6338 15.9952 7.2948
O6 16.8298 16.7747 7.3261
C12 16.8494 17.8845 8.2268
N6 14.7603 13.6937 6.5357
H28 16.4589 14.1699 4.4724
H29 16.9657 15.8023 4.8540
H30 15.3105 15.4268 4.4024
H31 16.6852 14.2063 6.8788
H32 15.3751 15.7706 8.3876
H33 14.8494 16.6132 6.8960
H34 16.3409 18.6869 7.7869
H35 17.8924 18.1263 8.3092
H36 16.5606 17.6567 9.2729
H37 14.8070 13.4009 7.5062
H38 13.8311 14.1498 6.3928
C13 8.1165 8.8294 12.8505
C14 9.3623 9.3210 12.0679
C15 10.4464 8.3097 12.1587
O7 11.6443 8.7982 11.4956
C16 12.6908 7.8086 11.4310
N7 8.9074 9.6997 10.7012
H39 7.3024 9.4329 12.5265
H40 8.2219 8.9353 13.9358
H41 7.8484 7.7950 12.5366
H42 9.7464 10.2473 12.5340
H43 10.1308 7.3591 11.7043
H44 10.7432 8.0661 13.1537
H45 12.4104 6.9367 10.8829
H46 12.9974 7.5364 12.4736
H47 13.5789 8.2672 10.9558
H48 9.6073 9.4492 9.9689
H49 8.0375 9.2003 10.4000
C17 8.8373 15.2927 10.3391
C18 9.6631 13.9971 10.6466
C19 10.6817 14.2503 11.8059
O8 10.0652 14.5896 12.9748
C20 10.9028 15.2802 13.9601
N8 8.8162 12.9128 11.0041
H50 8.0118 15.0553 9.6389
H51 9.5439 16.1513 10.1447
H52 8.3701 15.7200 11.1756
H53 10.2896 13.7330 9.7657
H54 11.3727 15.0401 11.4400
H55 11.2083 13.2422 11.8014
H56 11.5142 16.0144 13.3986
H57 11.5648 14.5894 14.5295
H58 10.1790 15.6436 14.6525
H59 9.2521 12.0261 10.9113
H60 8.6365 12.9985 12.0528
C21 8.4821 10.4459 6.2757
C22 9.9862 10.4329 6.2924
C23 10.5058 9.0977 6.8354
O9 9.9657 8.8303 8.0760
C24 10.1698 7.5211 8.4944
N9 10.5212 10.6551 5.0200
H61 8.0000 10.2516 7.2377
H62 8.2059 9.6386 5.6181
H63 8.0875 11.3782 5.8824
H64 10.4099 11.1304 6.9618
H65 11.6018 9.0320 6.8776
H66 10.0997 8.3554 6.1498
H67 11.1982 7.2849 8.7517
H68 9.8387 6.8891 7.6453
H69 9.5070 7.3705 9.3898
H70 11.5392 10.6240 5.0739
H71 10.2330 9.9091 4.3339

Summary:
- SMILES string: COC[C@H](C)N.COC[C@H](C)N.COC[C@H](C)N.COC[C@H](C)N.COC[C@H](C)N.NC(N)=O.NC(N)=O.CO.CO
- DFT total energy: -2126.857505 Ha
- Total charge: 0
- ΔE to the lowest compared entry with this formula, charge and spin: 0.0 kcal per mole